Computed, not measured: a molecular structure, C45H50ClN10PRuS, with ωB97M-V/def2-TZVPD.

HOMO energy (spin up / spin down) (eV): -13.01 / -15.20
Gap between HOMO and LUMO (spin up / spin down) (eV): 5.63 / 4.58
Lowest unoccupied orbital energy (spin up / spin down) (eV): -7.4 / -10.6
<S²>: 8.794
Charge: +3
2S+1: 6

Atoms and positions in Å:
Ru -0.725 1.696 -0.219
N 3.371 3.734 2.329
C 2.305 3.929 1.569
N 1.198 3.222 1.649
C 1.142 2.301 2.644
N 0.315 1.327 2.676
N -0.649 1.201 1.797
C -1.434 0.148 2.132
C -2.415 -0.249 1.194
C -3.444 -1.150 1.555
C -4.309 -1.583 0.605
C -4.174 -1.112 -0.715
C -3.208 -0.170 -0.993
N -2.304 0.242 -0.082
C 2.148 2.239 3.657
C 1.959 1.474 4.826
C 2.987 1.314 5.717
C 4.266 1.866 5.445
C 4.425 2.646 4.317
C 3.360 2.865 3.445
H 4.177 4.360 2.183
H 2.403 4.679 0.736
H -1.298 -0.346 3.076
H -3.571 -1.414 2.621
H -5.107 -2.216 0.885
H -4.776 -1.494 -1.504
H -3.136 0.307 -1.975
H 1.023 0.975 4.913
H 2.808 0.741 6.637
H 5.115 1.683 6.129
H 5.452 2.991 4.091
N -1.447 3.614 -2.506
P -1.818 3.521 -0.806
C -3.622 3.654 -0.854
C -4.387 2.927 0.059
C -5.797 2.986 -0.043
C -6.430 3.717 -1.032
C -5.658 4.373 -1.969
C -4.284 4.421 -1.884
C -1.245 5.073 -0.170
C -1.784 5.341 1.119
C -1.407 6.470 1.830
C -0.378 7.266 1.325
C 0.117 7.055 0.072
C -0.356 6.007 -0.725
C -1.069 2.456 -3.135
C -1.046 2.387 -4.526
C -0.805 1.139 -5.099
C -0.594 0.035 -4.291
C -0.488 0.224 -2.939
N -0.758 1.423 -2.370
H -1.981 4.262 -3.101
H -3.925 2.393 0.864
H -6.379 2.382 0.600
H -7.520 3.685 -1.134
H -6.137 4.896 -2.823
H -3.745 4.994 -2.597
H -2.555 4.710 1.552
H -1.974 6.675 2.714
H -0.007 8.083 1.991
H 0.883 7.701 -0.345
H -0.114 5.932 -1.802
H -1.301 3.286 -5.122
H -0.814 0.983 -6.166
H -0.302 -0.947 -4.704
H -0.322 -0.621 -2.273
Cl 3.841 -1.643 1.059
C 3.239 -0.322 0.104
C 4.152 0.534 -0.544
C 3.578 1.673 -1.120
C 2.199 1.870 -1.110
N 1.339 1.050 -0.441
C 1.859 -0.119 0.066
H 5.229 0.303 -0.529
H 4.241 2.444 -1.535
H 1.719 2.727 -1.556
H 1.233 -0.922 0.469
C 0.394 -8.338 3.050
C 1.072 -6.973 2.757
C 0.087 -5.826 2.403
C 0.767 -4.471 2.184
N 1.740 -4.362 1.107
C 1.417 -4.133 -0.198
S -0.134 -4.415 -0.784
N 2.437 -3.731 -1.005
C 2.307 -3.674 -2.475
C 2.208 -5.053 -3.117
C 1.089 -5.072 -4.233
C 1.071 -6.352 -5.079
H 1.116 -9.085 3.428
H -0.080 -8.757 2.170
H -0.382 -8.246 3.816
H 1.817 -7.141 1.959
H 1.653 -6.628 3.648
H -0.642 -5.676 3.265
H -0.537 -6.065 1.556
H 1.279 -4.155 3.137
H 0.056 -3.661 2.016
H 2.724 -4.549 1.333
H 3.254 -3.278 -0.578
H 3.120 -3.138 -2.916
H 1.379 -3.148 -2.725
H 2.019 -5.873 -2.371
H 3.188 -5.295 -3.600
H 1.149 -4.209 -4.870
H 0.081 -4.954 -3.798
H 1.950 -6.408 -5.754
H 0.211 -6.366 -5.755
H 1.109 -7.266 -4.485

Forces on the atoms, in the same order (eV/Å):
0.6992 -2.1180 -0.7480
1.5950 0.3720 0.7745
-0.9265 0.2033 -1.3078
0.3612 0.5445 -0.3728
2.1311 1.8172 -0.6189
-2.7701 -1.9784 0.2247
1.8951 2.0839 -0.0789
-2.2994 -1.5982 -0.8878
0.7711 -0.3094 0.7474
0.2130 0.1998 1.1129
0.2219 0.5298 -0.7169
0.3405 -0.0859 0.5020
0.5779 0.4427 0.0736
-1.0158 -0.5713 -0.0037
-0.0870 -0.5303 1.0239
0.7591 0.1378 -0.4898
0.2216 -0.1968 0.6063
-0.4884 -0.0898 0.1707
1.6207 0.0643 -0.1339
-0.1195 0.7949 -0.4514
-0.5081 -0.5985 0.1714
-0.1595 -0.6838 1.0855
-0.1006 0.0854 0.2829
0.1774 0.0457 -0.7992
-0.7260 -0.7262 0.0664
-0.5822 -0.0323 -0.4153
0.0053 -0.3098 0.2584
-0.4866 -0.1873 0.4183
0.2328 0.2556 -0.4786
-0.6325 0.1706 -0.5420
-0.8371 0.1711 0.0524
-0.1906 0.2578 0.1080
-0.7110 1.7519 -1.3426
-0.7559 0.3451 -0.6163
-1.0316 1.0328 -0.8731
0.9781 0.0539 -0.2736
-0.2027 -0.7960 0.1014
-0.1955 1.2425 -1.2632
0.2697 -1.6506 1.7985
-0.2312 1.2028 1.2569
0.3349 0.3047 -0.5204
0.0015 -0.8231 -0.9124
-0.2367 1.0012 2.0141
0.5068 -0.2433 -1.2325
-0.4475 -0.7808 -0.3580
-0.3659 0.8421 -0.4966
-0.2313 -0.5108 -1.1171
-0.4397 1.0134 -0.1320
1.3106 -1.0377 0.2292
-0.6730 0.0907 0.1212
0.3832 -0.3519 1.2118
0.5755 -0.4150 0.5132
0.1745 -0.3974 0.1985
-0.5217 -0.3474 0.7876
0.4756 0.0944 0.1291
0.2728 -0.3202 0.7939
0.4064 0.4015 -0.4622
0.0695 -0.1048 -0.1391
0.2524 0.3416 0.5787
-0.2678 -0.5979 -0.9383
-0.1687 0.1110 0.0912
0.2681 -0.0134 0.8231
0.3312 -0.7887 0.3705
-0.0226 0.2855 -0.1816
-0.5375 0.6785 0.1624
0.1816 0.3256 0.0475
0.0832 0.0248 -0.1113
0.2548 0.2740 -0.4848
-1.0619 -0.0680 0.6668
0.6705 0.0383 -0.2742
-0.3197 -0.6653 1.3024
1.5348 -1.5968 -0.7018
0.4105 1.2854 -0.1667
-0.6358 0.3714 -0.0245
-0.4675 -0.4543 -0.1345
0.1890 0.2106 -0.0387
-0.2169 0.7641 0.0708
0.2830 0.3424 0.4988
0.0952 -0.0182 0.3564
-0.0385 -0.0025 1.2714
0.0897 0.5256 1.4693
-0.0420 -0.1259 -1.1597
3.4909 0.2063 1.0926
-0.7632 -0.0665 -0.1805
-0.7892 0.1564 0.1426
-1.1311 -0.8231 0.4223
-0.1209 -1.0897 -1.1874
0.0005 -0.9172 0.8846
0.8234 0.2311 -0.6737
-0.2213 0.4717 -0.2680
-0.0184 0.0132 -0.2547
0.1068 0.0970 -0.0641
-0.2935 0.2694 0.1198
-0.3836 -0.3528 -0.5095
0.8732 -0.2049 -0.9565
-0.2434 -0.2758 -0.5531
-0.1987 -0.4596 -0.9764
-0.3920 -0.1579 -0.0682
-0.6710 0.1833 -0.3817
-0.6104 -0.5649 -0.0255
0.5306 0.5261 0.1559
0.0160 0.3200 0.1432
0.0766 0.8197 -0.6048
-0.7769 0.0496 0.3876
0.5199 0.5080 -0.4621
0.3059 -0.1185 0.4153
-0.3095 0.1597 0.4403
-0.0178 -0.0955 0.3145
-0.2763 0.1083 0.1039



Computed, not measured: a molecular structure, C17H25N3O2S2, with ωB97M-V/def2-TZVPD.

HOMO energy (eV): -7.60
Gap between HOMO and LUMO (eV): 7.26
Lowest unoccupied orbital energy (eV): -0.3
2S+1: 1

Atoms and positions in Å:
C 5.027 2.441 -1.280
N 4.480 1.914 -0.183
S 3.564 0.646 -0.511
O 4.257 -0.664 -0.471
O 2.641 0.646 -1.801
N 2.390 0.517 0.932
H 1.568 1.077 0.857
C 2.035 -0.651 1.333
C 1.222 -1.575 0.420
C 0.783 -2.852 1.282
C -0.147 -3.492 0.388
C -1.307 -2.770 -0.370
N -0.578 -1.973 -1.140
C -1.462 -1.050 -1.939
C -2.580 -0.333 -1.478
C -2.591 0.960 -0.882
C -3.666 1.298 -0.309
C -4.041 2.683 0.197
C -5.120 3.073 0.647
C -6.190 1.987 0.961
C -5.934 0.664 0.291
C -4.778 0.533 -0.064
S -4.087 -0.950 -0.826
H -6.670 -0.079 0.654
H -7.113 2.315 1.071
H -5.380 3.974 1.070
H -3.268 3.345 0.009
H -1.637 1.785 -1.251
H -0.942 -0.523 -2.488
H -1.886 -1.954 -2.537
C 0.125 -0.761 -0.217
H 0.479 -0.096 -0.922
H -0.516 -0.389 0.626
H -1.809 -3.616 -0.972
H -1.912 -2.560 0.525
H 0.589 -3.889 -0.383
H -0.491 -4.518 0.756
H 1.573 -3.353 1.980
H 0.100 -2.412 2.133
H 1.841 -1.813 -0.174
H 3.065 -1.243 1.911
H 1.331 -0.383 2.592
C 5.119 1.662 0.967
H 5.631 2.510 1.241
H 4.512 1.395 1.692
H 6.149 0.905 0.686
H 5.915 1.718 -1.624
H 5.444 3.313 -1.130
H 4.266 2.537 -2.267

Forces on the atoms, in the same order (eV/Å):
0.8742 -3.6903 -7.9088
-5.8885 -0.8836 -0.1509
-6.8584 -6.9756 -3.5929
-0.1936 2.8737 0.6591
3.5280 1.8524 4.4416
3.6808 6.9832 -3.1940
-0.0358 1.2433 -0.9272
0.0770 -7.2976 7.7266
-5.7143 3.3097 10.7447
-1.1957 4.6417 3.2988
0.5654 -7.0234 -2.0993
0.3517 -6.2729 4.0209
0.7772 9.6948 -0.6842
-4.7208 -10.2266 1.1095
-3.1848 3.4258 5.2689
9.8619 -0.7848 -6.7367
-8.2152 9.0324 6.1557
8.6587 -4.0063 -4.5343
-9.7720 -3.0783 4.4816
6.3307 -1.6500 -5.0733
-12.0834 5.4203 8.3386
13.2098 -6.4576 -6.6552
-1.0261 -2.7797 -0.8302
0.5721 0.0204 -1.2573
-4.2953 1.1407 1.3570
-0.0494 2.2402 0.3391
1.5463 1.6631 -0.1530
-3.0701 -2.4784 1.5646
5.3724 5.1436 -5.5052
0.1636 1.8453 -0.3183
-1.2503 -5.7163 1.4595
0.6564 1.6212 -1.1480
-0.0400 -0.0323 -1.1869
0.4180 1.4002 0.7007
-0.7905 1.3715 -0.7661
-1.1440 0.3318 -0.0502
-0.0732 1.3394 0.1604
-1.0830 0.3922 -2.2948
1.1363 -0.2297 -1.0285
8.0804 -3.6834 -8.6482
-3.0162 1.2539 -1.9553
1.6599 -0.8873 -3.5929
8.2796 -1.6333 -1.4783
1.0563 2.2699 0.9455
-2.6004 -1.9106 3.5014
-2.9975 1.4392 1.2616
-1.4435 1.4155 0.2315
1.9823 4.7281 0.9559
1.9028 -0.3959 3.0471



Computed, not measured: a single C2H2BrClF2O molecule, with ωB97M-V/def2-TZVPD.

HOMO energy (eV): -10.09
Gap between HOMO and LUMO (eV): 10.68
Lowest unoccupied orbital energy (eV): 0.6
2S+1: 1

Atoms and positions in Å:
O 0.125 -0.841 0.391
C 0.384 0.501 0.640
Br 1.652 1.414 -0.457
C -1.255 1.453 0.522
F -2.216 0.725 1.048
F -1.007 2.696 1.077
Cl -1.489 1.718 -1.224
H 0.125 -1.044 -0.528
H 0.456 0.766 1.696

Forces on the atoms, in the same order (eV/Å):
0.6902 1.3833 1.8990
-4.3627 1.2708 0.1626
0.0688 -0.3725 0.2788
4.5392 -0.5777 -1.8658
-0.0137 0.8832 0.4719
-1.1176 -1.7616 0.1621
-0.7674 -0.0599 0.3525
0.0074 0.0588 -1.3600
0.9557 -0.8244 -0.1010



Computed, not measured: a molecular structure, C41H48InN4O7SbSi3, with ωB97M-V/def2-TZVPD.

HOMO energy (eV): -2.09
Gap between HOMO and LUMO (eV): 6.16
Lowest unoccupied orbital energy (eV): 4.1
Charge: -2
2S+1: 1

Atoms and positions in Å:
In -0.027 0.585 -0.459
O 0.691 -1.438 -0.019
C 1.657 -2.117 -0.532
C 1.596 -3.536 -0.463
C 2.632 -4.338 -0.868
C 3.800 -3.778 -1.400
C 3.867 -2.410 -1.536
C 2.828 -1.558 -1.127
C 2.993 -0.156 -1.403
N 2.166 0.788 -1.147
N 2.546 2.041 -1.570
C 1.529 2.859 -1.696
O 0.299 2.603 -1.487
C 1.878 4.220 -2.207
C 3.144 4.772 -2.039
C 3.447 6.009 -2.583
C 2.489 6.708 -3.307
C 1.224 6.163 -3.474
C 0.917 4.930 -2.921
H 0.683 -3.957 -0.058
H 2.541 -5.415 -0.780
H 4.628 -4.404 -1.708
H 4.750 -1.962 -1.981
H 3.910 0.134 -1.921
H 3.884 4.211 -1.483
H 4.438 6.430 -2.461
H 2.725 7.673 -3.740
H 0.480 6.694 -4.056
H -0.062 4.483 -3.045
C -3.775 0.815 1.486
Sb -2.105 0.754 2.876
C -0.517 1.600 1.543
C 0.686 1.779 2.401
C 1.979 1.962 1.864
C 3.067 2.150 2.686
C 2.884 2.156 4.065
C 1.596 1.974 4.527
N 0.538 1.804 3.741
Si -1.135 3.342 1.086
C -2.159 4.063 2.537
C 0.317 4.572 1.000
C -2.302 3.486 -0.398
C -2.364 -1.547 3.440
C -0.970 -2.075 3.484
C -0.661 -3.406 3.805
C 0.655 -3.829 3.781
C 1.658 -2.915 3.502
C 1.281 -1.605 3.270
N 0.015 -1.199 3.265
Si -3.495 -2.619 2.367
C -5.294 -2.031 2.529
C -3.680 -4.440 2.941
C -2.841 -2.745 0.608
Si -2.895 -1.299 5.232
C -3.500 -2.874 6.121
C -4.330 -0.068 5.420
C -1.420 -0.659 6.232
H -3.678 1.704 0.865
H -4.709 0.873 2.046
H -3.777 -0.055 0.839
H 2.114 1.933 0.794
H 4.056 2.278 2.261
H 3.710 2.283 4.752
H 1.389 1.968 5.595
H -1.706 3.821 3.503
H -3.182 3.675 2.543
H -2.218 5.152 2.451
H 0.580 4.928 2.000
H 0.070 5.437 0.381
H 1.208 4.114 0.571
H -3.316 3.761 -0.103
H -2.343 2.538 -0.937
H -1.930 4.234 -1.099
H -1.451 -4.090 4.079
H 0.899 -4.866 3.983
H 2.698 -3.204 3.448
H 2.026 -0.844 3.074
H -5.709 -2.321 3.499
H -5.901 -2.495 1.748
H -5.402 -0.952 2.430
H -3.909 -4.536 4.004
H -2.788 -5.035 2.735
H -4.507 -4.891 2.385
H -3.559 -2.392 -0.137
H -2.574 -3.776 0.362
H -1.943 -2.137 0.495
H -4.404 -3.267 5.650
H -3.742 -2.640 7.161
H -2.747 -3.666 6.123
H -4.952 -0.047 4.524
H -3.945 0.941 5.573
H -4.967 -0.334 6.268
H -0.644 -1.424 6.323
H -1.715 -0.352 7.239
H -0.983 0.199 5.716
O -4.510 -0.622 -4.788
C -3.630 -0.532 -3.956
C -2.155 -0.454 -4.237
O -1.634 -0.558 -5.336
C -1.508 -0.235 -2.939
C -2.500 -0.187 -1.922
O -2.188 0.065 -0.709
C -3.817 -0.465 -2.470
O -4.866 -0.631 -1.857
O -0.283 -0.088 -2.673

Forces on the atoms, in the same order (eV/Å):
-0.4259 -0.3621 -0.2084
-0.2912 0.5485 -0.0114
0.1674 -0.1616 0.1172
-0.0559 -0.0371 0.0826
-0.0349 0.0844 -0.0037
0.1066 -0.0397 -0.0223
-0.0173 -0.0050 0.0166
-0.1922 -0.2283 0.0039
0.0890 0.3232 -0.0064
-0.3985 -0.4097 0.0859
0.3448 0.3792 -0.1497
0.1120 -0.2047 -0.0862
-0.0964 -0.1743 0.2197
-0.0693 0.0936 -0.1419
0.0303 -0.0666 0.0262
0.0121 0.0672 -0.0287
-0.0235 -0.0145 0.0017
-0.0123 0.0620 -0.0534
0.0021 -0.0739 0.0738
0.0099 0.0080 0.0363
-0.0010 -0.0008 0.0027
-0.0211 0.0023 -0.0350
-0.0120 0.0400 0.0079
0.0001 0.0173 0.0247
0.0032 -0.0225 -0.0233
-0.0049 -0.0102 0.0557
0.0229 -0.0064 0.0003
-0.0219 0.0065 0.0412
-0.0036 0.0105 0.0016
0.1284 -0.0210 0.2398
-0.3093 -0.0612 0.1128
-0.1091 -0.5592 -0.5167
0.3701 0.0129 0.4185
-0.1813 -0.1498 -0.1081
0.0080 -0.0011 0.1061
0.0781 -0.0342 -0.0395
-0.1090 0.0254 0.0264
-0.0441 0.0198 -0.1522
-0.2813 0.6158 0.3998
0.0977 -0.2421 -0.0313
-0.0318 -0.3136 -0.1485
0.3450 -0.1975 -0.0482
0.1300 0.1325 -0.2334
0.1777 -0.0586 0.1627
0.0160 -0.1005 0.0311
-0.0538 -0.0202 0.0676
0.0661 0.0369 -0.1016
-0.0706 0.0141 0.0370
-0.0262 0.1263 -0.2581
-0.3391 -0.1925 -0.0150
0.2359 0.1449 -0.0982
0.2042 0.1308 0.1242
-0.0578 0.1532 0.1240
-0.1659 0.1724 0.4490
0.1108 0.0734 -0.2474
0.1474 -0.0889 -0.1668
-0.0972 -0.1138 -0.2048
-0.0126 -0.0967 -0.0221
0.0679 0.1153 0.0974
-0.0985 0.1188 -0.0946
0.0769 0.0856 0.0519
-0.0211 0.0063 -0.0585
-0.0024 0.0098 0.0081
0.0202 -0.0057 -0.0092
0.0093 0.0496 0.0038
-0.0096 0.0044 0.0375
0.0222 0.0270 -0.0916
-0.0462 -0.0471 0.0371
-0.1156 -0.0124 -0.0020
0.0329 0.0777 -0.0130
0.0270 -0.0254 0.0950
-0.1171 0.0204 -0.0616
0.0567 0.0345 0.0028
0.0427 0.0027 -0.0975
-0.0252 -0.0015 0.0281
0.0056 -0.0095 0.0117
0.0311 0.1204 -0.0529
0.0439 -0.0662 0.0286
0.0118 -0.0344 -0.0097
-0.0301 -0.1068 -0.0479
-0.0064 -0.0117 -0.0440
-0.0290 -0.0005 -0.0616
-0.0184 0.0727 -0.0685
-0.0210 0.0401 0.0373
-0.0494 -0.0360 0.0652
0.0523 0.0276 -0.0592
-0.0112 0.0101 0.0433
0.0342 0.0789 0.0057
-0.0096 -0.0096 -0.0147
-0.0322 0.0032 0.0285
-0.0083 0.0101 0.0070
0.0210 -0.0429 0.0240
0.0005 -0.0082 -0.0063
-0.0805 -0.0050 -0.0008
0.0449 0.0346 0.0320
0.0235 -0.0420 0.0122
-0.2156 0.0008 -0.1639
0.3330 -0.0612 -0.2709
-0.0332 0.0276 0.0583
-0.2461 -0.0368 0.1967
0.0956 0.0034 -0.5036
0.4907 0.1439 0.1508
-0.0509 -0.0818 0.4527
-0.0121 0.0566 -0.0463
0.3010 0.2301 0.3280



Computed, not measured: 2 unconnected molecules or ions with the total composition C3H4O2S2, with ωB97M-V/def2-TZVPD.

HOMO energy (eV): -9.56
Gap between HOMO and LUMO (eV): 6.72
Lowest unoccupied orbital energy (eV): -2.8
2S+1: 1

Atoms and positions in Å:
C -1.163 0.648 -0.386
C 0.023 -0.371 -0.044
C 1.322 0.320 0.324
H -2.836 -0.033 1.468
H -1.002 0.993 -1.442
H -1.178 1.631 0.269
H 2.700 -2.039 -0.178
O -2.357 -0.145 -0.401
O 1.648 1.558 0.484
S -0.047 -1.946 0.257
S 2.890 -0.616 -0.351

Forces on the atoms, in the same order (eV/Å):
-0.0455 -1.1072 0.1439
-0.3002 2.1877 1.8826
4.2611 4.2599 -2.3584
0.8857 -0.4688 -3.8421
-0.1047 -0.2580 0.6530
0.2170 -2.2065 -1.1312
-0.1149 2.2359 -0.1761
-0.1799 2.0098 4.0025
-2.7868 -5.8363 -0.0335
-0.7313 0.2691 -0.3459
-1.1006 -1.0856 1.2052



Computed, not measured: a single C3H4FN molecule, with ωB97M-V/def2-TZVPD.

HOMO energy (eV): -9.13
Gap between HOMO and LUMO (eV): 9.94
Lowest unoccupied orbital energy (eV): 0.8
2S+1: 1

Atoms and positions in Å:
C -0.693 -0.582 -0.496
N -0.624 0.662 -0.735
C 0.129 1.297 0.207
C 1.210 0.586 0.560
F 1.961 1.109 1.542
H -1.109 -1.211 -1.181
H -0.453 -0.931 0.547
H -0.172 2.070 0.990
H 1.596 -0.461 0.181

Forces on the atoms, in the same order (eV/Å):
-0.3411 1.2433 2.4440
-1.0509 -0.4096 -1.1003
1.2802 -0.2549 2.8415
1.1537 -0.5598 0.1221
0.6579 -0.2841 0.3843
-1.0454 -1.8165 -1.8967
-0.1831 -0.1610 -1.2160
0.1470 -0.4532 -2.0592
-0.6183 2.6957 0.4804



F_max for the records above, in order: 3.66 16.14 4.94 0.79 6.47 3.13 eV/A
ΔE to the lowest compared entry with this formula, charge and spin for the records above, in order: 0.0 460.1 14.8 12.5 170.1 45.2 kcal per mole